No. 1
C20H37GeN3O4SSeSn | wB97M-V/def2-TZVPD

**Net charge**: +2
**LUMO**: -0.19898 Ha

Each line ends with the natural charge from an NBO analysis.
CARTESIAN COORDINATES (ANGSTROEM)
Sn: 0.48 0.30 -1.29  1.45
N: 0.70 2.68 -0.62  -0.88
C: -0.52 3.18 -0.05  0.10
C: -0.60 4.24 0.81  -0.20
C: -1.85 4.69 1.27  -0.19
C: -3.01 4.12 0.82  -0.16
C: -2.95 3.03 -0.08  -0.11
C: -4.10 2.41 -0.62  -0.08
C: -3.97 1.36 -1.48  -0.26
C: -2.68 0.87 -1.76  0.11
N: -1.59 1.42 -1.27  -0.57
C: -1.70 2.53 -0.48  0.22
H: 1.50 2.71 0.01  0.42
H: 0.95 3.18 -1.46  0.41
H: 0.30 4.75 1.12  0.23
H: -1.89 5.53 1.95  0.24
H: -3.97 4.50 1.13  0.24
H: -5.08 2.79 -0.36  0.24
H: -4.82 0.89 -1.94  0.24
H: -2.53 0.00 -2.38  0.22
C: 1.56 1.57 2.68  -0.83
S: 0.73 0.05 2.24  1.29
C: -0.66 0.22 3.34  -0.81
O: 0.09 0.25 0.87  -1.07
H: 1.92 1.45 3.70  0.26
H: 0.86 2.40 2.62  0.24
H: 2.40 1.67 2.00  0.28
H: -0.30 0.23 4.37  0.26
H: -1.31 -0.63 3.18  0.25
H: -1.18 1.15 3.10  0.25
C: -2.11 -3.18 2.62  -1.11
Ge: -3.84 -2.52 2.01  1.62
C: -3.92 -0.57 1.93  -1.10
C: -5.31 -3.28 3.02  -1.08
C: -4.16 -3.22 0.15  -1.09
Se: -2.84 -2.87 -1.19  1.39
C: -1.68 -4.37 -0.89  -0.83
H: -1.96 -2.89 3.67  0.25
H: -1.29 -2.77 2.02  0.23
H: -2.06 -4.27 2.59  0.25
H: -3.95 -0.16 2.94  0.24
H: -4.83 -0.25 1.43  0.24
H: -3.07 -0.17 1.40  0.24
H: -5.25 -2.96 4.06  0.25
H: -5.28 -4.37 3.00  0.25
H: -6.27 -2.96 2.62  0.25
H: -5.10 -2.81 -0.23  0.27
H: -4.25 -4.31 0.19  0.27
H: -1.56 -4.50 0.18  0.25
H: -0.74 -4.12 -1.38  0.28
H: -2.15 -5.24 -1.36  0.26
C: 5.94 -0.80 -1.06  -0.42
N: 4.61 -0.51 -0.56  -0.39
C: 3.86 -1.66 -0.07  -0.42
C: 4.11 0.73 -0.45  0.71
C: 4.97 1.88 -0.88  -0.71
O: 2.96 0.94 -0.01  -0.77
H: 5.90 -1.73 -1.62  0.22
H: 6.65 -0.93 -0.23  0.21
H: 6.30 -0.02 -1.71  0.22
H: 3.64 -2.33 -0.90  0.21
H: 2.94 -1.33 0.39  0.22
H: 4.46 -2.20 0.66  0.22
H: 5.95 1.86 -0.40  0.25
H: 4.47 2.81 -0.62  0.24
H: 5.13 1.87 -1.96  0.25
O: -1.91 -1.63 -0.35  -0.50
O: -0.83 -1.45 -1.31  -0.68

***

No. 2
C26H28BiN3S2Se2 | wB97M-V/def2-TZVPD

**LUMO**: -0.03126 Ha

Each line ends with the natural charge from an NBO analysis.
CARTESIAN COORDINATES (ANGSTROEM)
Bi: 0.07 1.39 -2.54  1.38
C: -3.59 4.02 -3.27  -0.27
C: -2.34 3.44 -3.41  0.07
N: -2.04 2.42 -2.55  -0.55
C: -2.99 1.73 -1.82  0.22
C: -4.25 2.38 -1.57  -0.09
C: -4.45 3.61 -2.28  -0.10
C: -5.10 1.90 -0.57  -0.22
C: -4.81 0.72 0.03  -0.19
C: -3.63 0.00 -0.26  -0.22
C: -2.68 0.44 -1.24  0.16
N: -1.48 -0.27 -1.48  -0.72
C: -1.19 -1.48 -1.96  0.28
C: -2.07 -2.56 -2.20  -0.35
C: -1.68 -3.92 -2.14  -0.17
C: -0.38 -4.26 -1.78  -0.27
C: 0.60 -3.24 -1.72  -0.08
C: 1.92 -3.57 -1.46  -0.12
C: 2.87 -2.57 -1.32  -0.27
C: 2.49 -1.25 -1.47  0.05
N: 1.18 -0.91 -1.57  -0.47
C: 0.26 -1.85 -1.84  0.13
H: -3.94 4.72 -4.02  0.23
H: -1.52 3.82 -4.02  0.23
H: -5.41 4.09 -2.03  0.22
H: -5.99 2.48 -0.27  0.22
H: -5.59 0.34 0.67  0.22
H: -3.33 -0.94 0.24  0.23
H: -3.15 -2.29 -2.32  0.21
H: -2.47 -4.64 -2.35  0.21
H: -0.08 -5.29 -1.57  0.21
H: 2.21 -4.60 -1.38  0.21
H: 3.91 -2.79 -1.22  0.22
H: 3.24 -0.41 -1.52  0.21
C: 2.27 3.85 1.18  -0.64
C: 1.76 3.33 -0.12  -0.25
S: 0.92 1.82 -0.13  -0.13
C: 2.19 3.95 -1.29  -0.17
C: 3.19 5.09 -1.14  -0.65
S: 1.62 3.62 -2.92  -0.32
H: 3.36 3.61 1.26  0.21
H: 1.77 3.33 2.01  0.23
H: 2.24 4.97 1.26  0.22
H: 2.68 6.05 -0.92  0.21
H: 3.77 5.16 -2.09  0.23
H: 3.89 4.95 -0.29  0.21
C: -1.74 -2.27 3.76  -0.79
Se: -0.15 -1.49 2.85  0.23
C: 1.36 -2.28 3.98  -0.56
C: 2.09 -3.30 3.16  -0.55
Se: 3.93 -2.64 2.56  0.20
C: 4.78 -2.36 4.39  -0.75
H: -1.74 -3.36 3.57  0.22
H: -2.58 -1.75 3.26  0.23
H: -1.77 -1.99 4.84  0.22
H: 0.84 -2.82 4.77  0.22
H: 2.07 -1.47 4.24  0.24
H: 1.51 -3.66 2.28  0.24
H: 2.25 -4.23 3.78  0.21
H: 5.82 -2.15 4.12  0.23
H: 4.70 -3.18 5.07  0.21
H: 4.36 -1.44 4.82  0.21

***

No. 3
C4H4N2O | wB97M-V/def2-TZVPD

**LUMO**: 0.01768 Ha

Each line ends with the natural charge from an NBO analysis.
CARTESIAN COORDINATES (ANGSTROEM)
N: -1.41 0.49 2.20  -0.29
C: -1.31 -0.02 1.16  0.23
C: -1.23 -0.64 -0.18  -0.16
O: -0.06 -1.38 -0.39  -0.48
C: 1.09 -0.65 -0.61  -0.10
C: 1.37 0.53 -0.09  0.31
N: 1.72 1.59 0.44  -0.57
H: -1.34 0.15 -0.93  0.22
H: -2.06 -1.35 -0.27  0.24
H: 1.80 -1.15 -1.26  0.23
H: 1.45 2.43 -0.08  0.37

***

No. 4
C28H37N4O2S | wB97M-V/def2-TZVPD

**Net charge**: +1
**LUMO**: -0.10444 Ha

Each line ends with the Löwdin charge.
CARTESIAN COORDINATES (ANGSTROEM)
C: -1.87 -3.53 -1.03  -0.14
C: -1.61 -2.12 -1.46  -0.16
N: -0.25 -1.69 -1.20  -0.02
C: 0.76 -2.63 -1.42  -0.40
N: 0.45 -3.94 -1.51  -0.07
C: -0.91 -4.39 -1.78  -0.15
C: 1.40 -4.94 -1.99  -0.16
C: 2.76 -4.77 -1.37  -0.22
C: 3.39 -3.51 -1.91  -0.40
S: 2.35 -2.06 -1.60  1.18
H: -1.75 -3.63 0.05  0.14
H: -2.88 -3.80 -1.31  0.14
H: -1.82 -2.07 -2.54  0.14
H: -2.30 -1.49 -0.90  0.13
H: -0.97 -5.44 -1.46  0.13
H: -1.11 -4.35 -2.86  0.15
H: 0.98 -5.92 -1.73  0.13
H: 1.48 -4.86 -3.09  0.15
H: 2.71 -4.74 -0.28  0.13
H: 3.38 -5.63 -1.65  0.13
H: 4.35 -3.31 -1.43  0.10
H: 3.53 -3.56 -3.00  0.09
C: 5.37 0.31 4.48  -0.18
C: 4.36 -0.05 3.39  -0.14
N: 4.19 1.04 2.42  -0.10
C: 3.15 0.87 1.49  -0.22
C: 3.35 1.03 0.11  0.00
C: 2.34 0.63 -0.77  -0.12
C: 1.11 0.12 -0.31  -0.29
C: 0.05 -0.30 -1.33  -0.22
C: -1.21 0.66 -1.26  -0.14
C: -1.21 1.81 -0.45  -0.02
C: -2.34 2.62 -0.28  0.01
C: -3.57 2.24 -0.83  -0.23
N: -4.79 2.85 -0.53  -0.11
C: -5.85 1.98 -0.02  -0.13
C: -7.22 2.65 0.01  -0.18
O: -7.17 4.00 0.47  -0.14
C: -6.25 4.80 -0.28  -0.18
C: -4.82 4.26 -0.16  -0.15
C: -3.56 1.13 -1.69  -0.01
C: -2.39 0.46 -2.01  -0.07
C: 0.88 0.09 1.07  -0.03
C: 1.88 0.47 1.96  0.00
C: 5.38 1.76 1.97  -0.16
C: 6.22 2.12 3.19  -0.18
O: 6.53 0.96 3.96  -0.13
H: 4.86 0.94 5.24  0.13
H: 5.74 -0.61 4.94  0.13
H: 4.72 -0.97 2.89  0.13
H: 3.39 -0.26 3.85  0.11
H: 4.32 1.33 -0.28  0.11
H: 2.57 0.67 -1.83  0.10
H: 0.47 -0.11 -2.34  0.15
H: -0.31 2.09 0.09  0.11
H: -2.25 3.51 0.34  0.11
H: -5.91 1.09 -0.65  0.11
H: -5.63 1.66 1.02  0.13
H: -7.68 2.60 -1.00  0.13
H: -7.87 2.14 0.74  0.13
H: -6.53 4.83 -1.36  0.13
H: -6.33 5.80 0.17  0.13
H: -4.47 4.41 0.88  0.13
H: -4.16 4.82 -0.84  0.13
H: -4.51 0.82 -2.14  0.12
H: -2.48 -0.29 -2.80  0.11
H: -0.08 -0.23 1.49  0.13
H: 1.73 0.45 3.04  0.11
H: 5.99 1.16 1.27  0.13
H: 5.06 2.68 1.48  0.13
H: 7.20 2.51 2.88  0.13
H: 5.68 2.87 3.78  0.13

***

No. 5
C4H6O | wB97M-V/def2-TZVPD

**LUMO**: 0.03697 Ha

Each line ends with the natural charge from an NBO analysis.
CARTESIAN COORDINATES (ANGSTROEM)
C: 1.90 -0.76 -2.01  -0.21
C: 0.78 -0.54 -1.47  -0.04
C: -0.26 -0.14 -0.60  -0.17
O: 0.31 0.43 0.63  -0.53
C: -0.68 0.71 1.57  -0.27
H: 2.75 -1.29 -2.56  0.26
H: -1.04 0.53 -1.17  0.21
H: -0.77 -1.02 -0.20  0.21
H: -1.81 1.09 1.20  0.18
H: -0.23 1.28 2.42  0.21
H: -0.96 -0.28 2.17  0.15

***

No. 6
C20H27AsN3O10RhS2 | wB97M-V/def2-TZVPD

**2S+1**: 5
**LUMO (alpha / beta)**: -0.04806 / -0.11829 Ha

Each line ends with the Mulliken spin population.
CARTESIAN COORDINATES (ANGSTROEM)
Rh: -12.75 7.25 8.21  2.93
O: -10.69 8.46 8.12  0.05
As: -10.42 7.23 6.70  -0.02
O: -9.62 8.07 5.45  0.02
O: -12.02 6.90 6.28  0.26
C: -8.84 6.12 7.33  0.01
C: -7.79 5.97 6.42  0.00
C: -6.71 5.18 6.72  0.00
C: -6.62 4.52 7.95  0.00
C: -7.66 4.61 8.84  0.00
C: -8.84 5.29 8.44  0.00
S: -10.23 5.44 9.47  0.04
O: -11.28 5.68 8.36  0.07
O: -10.43 4.15 10.07  0.01
O: -10.11 6.52 10.44  -0.01
H: -10.67 9.33 7.59  0.00
H: -7.81 6.59 5.56  0.00
H: -5.97 5.13 5.98  0.00
H: -5.72 3.95 8.24  0.00
H: -7.68 4.01 9.76  0.00
C: -11.05 0.26 8.72  0.00
C: -11.70 1.11 9.78  0.00
S: -13.52 1.25 9.47  0.00
O: -14.16 -0.05 9.55  0.00
O: -13.63 1.98 8.24  0.00
C: -14.38 2.27 10.79  0.00
C: -15.57 3.04 10.23  0.00
N: -15.32 4.36 9.60  0.00
C: -14.21 5.15 9.71  0.02
N: -14.29 6.13 8.75  0.05
C: -15.45 6.03 8.06  -0.02
C: -16.11 4.95 8.56  0.02
N: -17.50 4.76 8.38  0.00
O: -18.08 5.63 7.76  0.00
O: -18.08 3.75 8.92  0.00
C: -13.20 5.19 10.75  0.03
H: -10.28 -0.38 9.14  0.00
H: -10.65 0.92 7.91  0.00
H: -11.73 -0.46 8.23  0.00
H: -11.41 2.15 9.80  0.00
H: -11.66 0.75 10.82  0.00
H: -13.57 2.86 11.21  0.00
H: -14.81 1.63 11.59  0.00
H: -16.29 3.22 11.03  0.00
H: -16.11 2.51 9.40  0.00
H: -15.69 6.69 7.28  0.00
H: -13.64 4.97 11.71  0.00
H: -12.74 6.18 10.83  -0.02
H: -12.35 4.52 10.47  -0.02
C: -13.49 11.66 10.41  0.02
C: -14.70 11.08 9.69  0.02
C: -15.87 10.80 10.67  0.02
C: -15.13 11.89 8.47  0.02
C: -14.26 9.79 9.14  0.51
C: -13.64 8.78 8.76  -0.04
H: -13.54 12.67 10.78  0.01
H: -12.65 11.67 9.69  0.00
H: -13.14 11.08 11.26  0.00
H: -16.18 11.64 11.27  0.00
H: -15.39 10.08 11.33  0.00
H: -16.74 10.31 10.24  0.00
H: -15.22 12.96 8.72  0.00
H: -16.10 11.55 8.02  0.00
H: -14.43 11.69 7.66  0.00

***

No. 7
C2H12NO2 | wB97M-V/def2-TZVPD

**Net charge**: +1
**LUMO**: -0.11997 Ha

Each line ends with the natural charge from an NBO analysis.
CARTESIAN COORDINATES (ANGSTROEM)
C: 1.15 -1.15 0.67  -0.46
N: 0.45 -0.38 -0.39  -0.49
C: -0.99 -0.03 -0.14  -0.46
H: 2.05 -1.59 0.33  0.24
H: 1.24 -0.81 1.69  0.26
H: 0.63 -2.24 0.89  0.25
H: 0.58 -0.92 -1.25  0.45
H: 0.90 0.48 -0.64  0.44
H: -1.50 0.27 -1.00  0.25
H: -1.14 0.93 0.36  0.25
H: -1.51 -0.66 0.56  0.26
H: -0.73 0.87 4.39  0.49
H: 0.01 1.62 3.22  0.47
O: -0.81 1.14 3.40  -0.96
H: -0.74 1.25 -4.17  0.49
H: 0.55 0.62 -4.26  0.47
O: -0.13 0.63 -3.66  -0.96

***

No. 8
C12H19NSiYb | wB97M-V/def2-TZVPD

**Net charge**: -1
**2S+1**: 2
**LUMO (alpha / beta)**: 0.11432 / 0.11433 Ha

Each line ends with the natural charge from an NBO analysis.
CARTESIAN COORDINATES (ANGSTROEM)
C: -0.57 3.29 -2.48  -0.35
C: -0.46 2.21 -3.39  -0.35
C: 0.74 1.50 -3.07  -0.36
C: 1.35 2.14 -1.96  -0.36
C: 0.54 3.25 -1.59  -0.37
Yb: -0.75 1.32 -1.18  1.45
N: -1.84 1.89 0.21  -1.01
C: -3.08 1.34 -0.47  -0.24
C: -2.65 0.68 -1.80  -0.97
H: 1.10 0.59 -3.57  0.23
H: -1.16 1.95 -4.18  0.23
H: 2.27 1.82 -1.46  0.23
H: 0.73 3.93 -0.76  0.23
H: -1.40 4.01 -2.44  0.23
H: -3.15 1.12 -2.67  0.20
H: -3.57 0.61 0.21  0.16
H: -2.05 2.49 1.01  0.35
H: -2.76 -0.42 -1.80  0.21
H: -3.79 2.17 -0.66  0.16
C: 0.60 -3.92 1.55  -1.11
Si: 1.28 -2.23 1.99  1.62
C: 0.82 -1.82 3.76  -1.12
C: 3.13 -2.24 1.81  -1.11
C: 0.54 -0.95 0.85  -0.63
C: 0.03 -0.05 0.05  -0.40
H: 1.04 -4.68 2.23  0.22
H: 0.87 -4.16 0.50  0.24
H: -0.50 -3.91 1.66  0.24
H: 1.26 -2.59 4.43  0.21
H: 1.23 -0.82 4.02  0.24
H: -0.28 -1.82 3.86  0.24
H: 3.40 -2.48 0.76  0.24
H: 3.53 -1.24 2.07  0.24
H: 3.57 -3.00 2.49  0.22

***

No. 9
C2H7N3S | wB97M-V/def2-TZVPD

**LUMO**: 0.02940 Ha

Each line ends with the natural charge from an NBO analysis.
CARTESIAN COORDINATES (ANGSTROEM)
C: 1.57 0.20 1.53  -0.41
N: 0.56 0.14 0.49  -0.45
N: 0.26 -1.05 -0.03  -0.23
C: -0.80 -1.15 -0.74  0.12
N: -1.61 -0.09 -1.07  -0.80
S: -1.00 0.94 -2.31  0.16
H: 2.05 1.19 1.55  0.20
H: 2.35 -0.54 1.33  0.22
H: 1.16 0.03 2.54  0.17
H: -0.20 0.80 0.57  0.36
H: -1.04 -2.15 -1.08  0.17
H: -2.56 -0.37 -1.23  0.39
H: -0.73 2.06 -1.54  0.10

***

No. 10
C54H36F5OP2PdSSe | wB97M-V/def2-TZVPD

**Net charge**: +1
**2S+1**: 3
**LUMO (alpha / beta)**: -0.08685 / -0.17407 Ha

Each line ends with the Mulliken spin population.
CARTESIAN COORDINATES (ANGSTROEM)
Pd: -0.48 0.18 -0.80  1.03
O: -1.35 1.38 2.32  0.03
S: -0.50 0.37 1.63  0.09
C: 0.89 0.13 2.66  0.04
C: 0.64 0.35 3.95  0.01
C: 1.59 0.25 4.99  0.00
C: 2.81 -0.21 4.67  0.00
C: 4.01 -0.58 5.45  0.00
C: 5.06 -0.89 4.42  0.00
C: 4.44 -0.75 3.10  0.00
C: 4.92 -0.88 1.86  0.00
C: 4.08 -0.46 0.77  0.00
C: 2.78 -0.16 0.87  -0.04
P: 1.90 0.57 -0.56  0.03
C: 3.11 0.49 -1.89  0.00
C: 3.26 1.64 -2.61  0.00
C: 4.03 1.61 -3.79  -0.01
C: 4.67 0.47 -4.15  0.01
C: 4.51 -0.69 -3.40  0.00
C: 3.75 -0.72 -2.28  0.03
C: 1.93 2.26 -0.04  -0.03
C: 2.91 2.77 0.88  0.01
C: 3.06 4.10 1.17  0.00
C: 2.17 5.02 0.52  0.00
C: 1.26 4.59 -0.42  0.01
C: 1.15 3.21 -0.65  0.03
C: 2.21 -0.17 2.19  0.00
C: 3.12 -0.30 3.28  0.00
C: -1.38 -1.23 1.90  0.03
C: -0.77 -2.28 2.56  -0.01
C: -1.34 -3.51 2.76  0.00
C: -2.68 -3.67 2.38  0.01
C: -3.67 -4.81 2.45  0.00
C: -5.08 -4.13 2.16  0.00
C: -4.72 -2.82 1.55  0.00
C: -5.46 -1.83 0.93  0.00
C: -4.84 -0.69 0.38  0.00
C: -3.47 -0.43 0.57  -0.04
P: -2.70 0.93 -0.58  0.14
C: -3.45 0.60 -2.23  0.01
C: -2.81 -0.19 -3.13  -0.02
C: -3.33 -0.36 -4.44  0.00
C: -4.53 0.16 -4.79  0.00
C: -5.17 0.97 -3.86  0.00
C: -4.59 1.31 -2.63  0.01
C: -3.18 2.53 -0.03  -0.04
C: -3.07 3.56 -1.01  0.01
C: -3.30 4.82 -0.60  -0.01
C: -3.76 5.11 0.68  0.02
C: -4.05 4.06 1.57  -0.01
C: -3.68 2.76 1.20  0.02
C: -2.75 -1.32 1.42  0.00
C: -3.35 -2.54 1.79  -0.01
H: -0.39 0.65 4.10  0.00
H: 1.36 0.50 6.02  0.00
H: 3.75 -1.44 6.09  0.00
H: 4.36 0.26 6.10  0.00
H: 5.36 -1.94 4.60  0.00
H: 5.92 -0.22 4.53  0.00
H: 5.93 -1.19 1.71  0.00
H: 4.57 -0.45 -0.23  0.00
H: 2.76 2.56 -2.40  0.00
H: 4.13 2.53 -4.43  0.00
H: 5.26 0.48 -5.07  0.00
H: 4.85 -1.67 -3.74  0.00
H: 3.58 -1.75 -1.79  0.00
H: 3.57 2.02 1.35  0.00
H: 3.71 4.49 1.99  0.00
H: 2.29 6.06 0.79  0.00
H: 0.47 5.17 -0.86  0.00
H: 0.31 2.96 -1.40  0.02
H: 0.28 -2.12 2.90  0.00
H: -0.74 -4.24 3.21  0.00
H: -3.53 -5.30 3.38  0.00
H: -3.39 -5.51 1.61  0.00
H: -5.58 -3.87 3.08  0.00
H: -5.72 -4.76 1.54  0.00
H: -6.47 -1.94 0.69  0.00
H: -5.36 0.05 -0.21  0.00
H: -1.94 -0.85 -2.89  0.01
H: -2.90 -1.07 -5.13  0.00
H: -5.08 -0.04 -5.64  0.00
H: -6.12 1.56 -4.08  0.00
H: -5.07 2.05 -2.08  0.00
H: -2.62 3.28 -1.96  -0.01
H: -3.16 5.70 -1.20  0.00
H: -3.90 6.19 0.81  0.00
H: -4.38 4.28 2.59  0.00
H: -3.76 1.98 1.92  0.00
F: 3.83 -3.44 -5.38  0.00
C: 2.86 -3.24 -4.45  0.04
C: 1.87 -2.29 -4.65  -0.01
F: 1.85 -1.63 -5.82  0.00
C: 0.93 -2.08 -3.69  0.01
F: -0.06 -1.12 -3.94  0.01
C: 1.00 -2.64 -2.44  0.02
Se: -0.38 -2.34 -1.09  0.54
C: 2.03 -3.52 -2.26  -0.01
F: 2.04 -4.19 -1.05  0.00
C: 2.96 -3.85 -3.23  -0.01
F: 3.98 -4.66 -3.04  0.00